2 unconnected molecules or ions with the total composition C2H7BNO5P, computed with ωB97M-V/def2-TZVPD.

Geometry as XYZ:
```
17
Properties=species:S:1:pos:R:3:forces:R:3
B 0.011 0.301 -0.359 -2.070 -1.024 1.706
C 0.198 0.245 -1.927 -0.394 0.968 -0.069
C -3.116 0.598 0.869 -1.295 0.575 -6.828
N -1.196 0.360 0.416 -0.294 0.790 2.054
O 2.375 -2.004 0.696 0.782 0.065 -0.081
O 3.153 -0.244 -0.919 -0.014 0.125 -0.386
O 3.354 0.229 1.611 -0.699 -0.479 -0.243
O -3.637 1.754 0.852 0.858 0.376 1.366
O 1.021 -0.031 0.546 2.281 0.777 -0.043
P 2.597 -0.370 0.454 -0.051 -0.201 -0.015
H 1.219 -0.248 -2.086 -1.542 0.924 -0.465
H 0.072 1.350 -2.256 0.726 -1.718 0.022
H -0.727 -0.275 -2.318 1.219 0.249 0.115
H -3.173 0.128 -0.221 -0.476 -0.114 1.937
H -0.878 0.347 1.407 -0.043 -0.066 -1.062
H -3.509 -0.078 1.598 1.170 -0.970 1.408
H 2.236 -2.062 1.636 -0.158 -0.279 0.583
```
Positions in Å, forces in eV/Å.

Computed properties:
DFT total energy, a.u.: -877.6931
Charge: -2
Kohn-Sham gap, eV: 6.78
Relative energy (zero: lowest compared OMol25 entry of this formula, charge and spin), eV: 1.193
Highest occupied orbital energy, Eh: -0.0196

---

A molecular structure, C16H32B3F5N2O5, computed with ωB97M-V/def2-TZVPD.

Geometry as XYZ:
```
63
Properties=species:S:1:pos:R:3:forces:R:3
N 4.984 -0.524 -2.077 0.055 0.425 -0.081
C 4.555 0.889 -2.209 -0.240 -0.707 0.056
B 3.043 1.155 -1.924 0.164 -0.103 0.532
O 1.995 0.510 -2.581 0.012 0.253 0.115
B 0.747 0.970 -2.264 -0.519 -0.820 -0.107
N -0.409 -0.006 -2.290 -0.312 0.935 0.049
C -1.209 0.225 -1.172 -1.772 -0.041 -0.128
O -2.399 0.331 -1.080 1.568 -0.341 -0.259
F -0.404 0.324 -0.115 0.236 -0.011 0.458
C -1.145 0.093 -3.512 -0.207 1.603 -0.800
O -1.499 1.110 -4.034 0.438 -1.403 0.662
F -1.297 -1.082 -4.074 -0.180 -0.400 -0.008
O 0.493 2.270 -1.909 0.692 0.033 -0.616
B 1.691 2.891 -1.616 -0.591 0.113 1.265
C 2.059 4.392 -2.080 0.101 -0.608 -0.239
F 1.784 4.514 -3.393 -0.286 0.076 -0.357
F 1.432 5.363 -1.434 -0.352 0.448 0.346
F 3.378 4.598 -1.967 0.393 0.153 0.235
O 2.632 2.120 -0.986 0.740 0.445 -1.181
H 4.523 -0.964 -1.297 -0.024 -0.189 0.105
H 4.739 -1.031 -2.910 -0.101 -0.254 -0.113
H 4.748 1.195 -3.234 0.083 0.126 -0.248
H 5.185 1.510 -1.592 0.150 0.269 0.277
C 0.345 3.504 1.414 -0.074 0.302 0.062
C 1.328 4.230 2.327 0.067 -0.085 -0.100
C 2.269 3.285 3.072 0.027 0.028 0.056
C 1.577 2.303 4.019 -0.047 -0.024 -0.045
C 0.712 2.951 5.099 0.096 -0.013 0.074
C 1.499 3.844 6.053 -0.119 0.002 -0.034
H -0.315 2.838 1.971 0.007 -0.052 -0.036
H -0.284 4.219 0.881 -0.016 -0.049 -0.033
H 0.880 2.905 0.677 -0.012 -0.131 0.097
H 0.777 4.856 3.034 0.009 -0.005 0.020
H 1.932 4.913 1.724 -0.018 0.031 0.018
H 2.998 3.879 3.630 0.001 -0.012 0.006
H 2.847 2.711 2.340 0.000 0.013 -0.025
H 2.344 1.689 4.501 -0.002 -0.003 0.018
H 0.960 1.610 3.440 0.010 0.000 -0.009
H 0.230 2.158 5.676 -0.035 0.003 -0.015
H -0.097 3.527 4.640 -0.006 -0.015 -0.022
H 2.288 3.278 6.552 0.033 0.013 -0.013
H 0.846 4.257 6.821 0.027 0.011 0.022
H 1.962 4.683 5.531 0.020 0.001 0.005
C -3.390 -7.061 -0.014 -0.119 0.052 0.001
C -4.065 -6.279 -1.138 0.076 -0.096 0.001
C -3.077 -5.637 -2.111 -0.035 0.042 -0.036
C -2.143 -4.599 -1.488 0.033 -0.027 0.063
C -2.847 -3.434 -0.794 0.033 0.074 -0.139
C -3.705 -2.596 -1.737 -0.149 -0.105 0.276
H -2.768 -6.417 0.609 0.021 -0.007 -0.001
H -4.135 -7.522 0.635 0.024 -0.023 0.015
H -2.760 -7.856 -0.418 0.039 0.013 0.007
H -4.724 -5.519 -0.711 0.002 0.020 -0.019
H -4.710 -6.959 -1.701 -0.031 0.019 0.001
H -3.636 -5.179 -2.931 0.011 0.010 0.000
H -2.466 -6.423 -2.566 -0.008 -0.020 0.004
H -1.493 -4.202 -2.274 -0.001 0.020 -0.002
H -1.478 -5.089 -0.770 -0.001 -0.016 -0.010
H -2.085 -2.791 -0.343 -0.020 -0.008 0.043
H -3.462 -3.800 0.033 0.019 -0.021 0.015
H -3.104 -2.191 -2.546 0.068 0.045 -0.171
H -4.157 -1.760 -1.204 0.004 0.036 -0.043
H -4.513 -3.181 -2.179 0.015 -0.024 -0.013
```
Positions in Å, forces in eV/Å.

Computed properties:
DFT total energy, a.u.: -1688.7880
Charge: 0
Kohn-Sham gap, eV: 9.61
Highest occupied orbital energy, Eh: -0.3618

---

11 unconnected molecules or ions with the total composition C26H71N3O17, computed with ωB97M-V/def2-TZVPD.

Geometry as XYZ:
```
117
Properties=species:S:1:pos:R:3:forces:R:3
C 0.098 -5.382 2.889 0.672 0.383 1.287
C 0.997 -5.226 1.693 0.086 -0.847 0.183
N 1.777 -4.160 1.478 0.180 1.315 0.498
O 1.053 -6.104 0.865 -0.665 -1.312 -0.950
H -0.937 -5.180 2.615 0.102 -0.076 0.156
H 0.417 -4.805 3.757 -0.259 1.010 -0.296
H 0.224 -6.350 3.376 -0.309 -0.544 -0.958
H 2.222 -4.192 0.572 0.290 0.227 0.235
H 1.963 -3.424 2.145 -0.184 -0.133 -0.229
C -4.566 -0.105 -6.127 0.998 0.106 0.323
C -3.953 0.932 -5.157 0.545 -0.603 -0.620
N -3.715 0.610 -3.869 -0.478 -1.080 0.381
O -3.642 2.012 -5.603 -0.177 0.817 -0.113
H -5.650 -0.065 -6.028 0.055 0.299 -0.681
H -4.284 -1.158 -6.119 0.176 -0.094 1.097
H -4.060 0.195 -7.045 -1.128 0.354 -0.449
H -3.794 -0.368 -3.630 0.022 0.354 0.361
H -3.395 1.296 -3.201 0.071 -0.164 -0.298
C 5.278 -3.824 -4.359 -0.087 1.017 -1.429
C 3.878 -3.892 -3.788 1.137 -1.100 1.984
N 2.807 -3.753 -4.643 0.751 0.293 0.328
O 3.763 -4.078 -2.585 -0.592 0.020 -0.599
H 5.749 -2.926 -3.958 -0.114 0.170 -0.009
H 5.172 -3.695 -5.436 0.343 0.123 -0.180
H 6.038 -4.593 -4.222 -0.817 -0.515 0.517
H 3.003 -3.023 -5.313 -0.482 -0.085 -0.377
H 1.961 -3.637 -4.102 -0.188 0.160 -0.189
C 7.386 1.758 5.907 0.741 -0.611 -1.826
C 6.677 1.362 4.565 0.225 0.616 1.951
C 7.144 2.115 3.334 -1.694 -0.019 -1.044
C 6.089 2.012 2.164 0.115 0.225 0.111
C 6.505 1.160 0.939 -0.302 1.402 0.717
C 6.548 -0.325 1.191 0.039 -0.096 -0.616
H 8.428 1.637 5.610 0.453 0.295 0.791
H 7.163 1.041 6.697 -0.103 0.248 0.053
H 7.190 2.793 6.186 -0.019 -0.134 0.093
H 6.848 0.294 4.432 -0.407 -0.069 -0.111
H 5.646 1.584 4.841 -0.442 -0.374 -0.923
H 8.099 1.762 2.944 0.147 -0.040 0.258
H 7.200 3.195 3.468 0.446 -0.072 0.659
H 5.075 1.755 2.470 0.110 -1.050 0.633
H 5.810 3.043 1.948 0.686 0.263 -0.990
H 5.806 1.417 0.143 -0.034 -0.247 -0.201
H 7.486 1.498 0.606 0.109 0.062 -0.097
H 7.363 -0.601 1.860 -0.223 -0.050 0.263
H 5.580 -0.701 1.524 0.125 -0.082 0.269
H 6.764 -0.801 0.234 0.008 -0.271 0.011
O -0.586 1.183 5.497 1.128 -0.175 -0.229
C 0.772 0.955 5.981 -1.090 2.070 -0.219
C 0.954 -0.457 6.150 -0.636 -1.925 1.192
O 0.735 -1.163 4.953 0.778 -0.496 -0.398
H -0.752 2.127 5.451 0.059 0.098 -0.071
H 1.623 1.150 5.328 -0.500 1.235 -0.865
H 0.876 1.547 6.890 0.335 -0.273 0.199
H 0.280 -0.860 6.906 0.002 -0.110 0.308
H 1.983 -0.544 6.497 0.107 -0.687 -0.121
H 0.052 -0.735 4.431 -0.186 0.274 0.116
O -0.566 -1.524 -7.588 0.447 -0.546 0.192
C 0.190 -0.414 -8.016 0.212 0.897 1.208
C 0.496 0.480 -6.725 -2.064 -0.065 -1.923
O 1.482 -0.168 -5.982 0.555 -0.265 0.372
H 0.055 -1.973 -7.009 -0.297 -0.549 0.337
H 1.167 -0.717 -8.393 0.105 -0.095 -0.267
H -0.417 -0.033 -8.837 0.323 0.902 0.293
H -0.434 0.493 -6.156 -0.273 -0.108 0.003
H 0.688 1.536 -6.915 0.594 0.008 -0.397
H 1.294 0.080 -5.074 0.354 -0.225 0.250
O -4.575 -2.251 2.187 1.042 -0.374 -0.496
C -5.688 -1.460 1.864 -1.322 -0.089 0.980
C -6.521 -2.084 0.707 -0.696 1.974 1.675
O -7.962 -1.626 0.825 2.084 -1.341 -0.097
H -4.468 -2.197 3.140 0.201 -0.140 -0.096
H -6.258 -1.465 2.793 -0.875 0.276 -0.316
H -5.419 -0.417 1.692 0.156 0.127 -0.396
H -6.458 -3.156 0.892 -0.471 0.073 -0.568
H -6.009 -1.727 -0.187 -0.594 -0.519 -0.510
H -8.124 -0.763 0.436 0.517 0.044 -0.193
O -0.724 -0.207 1.090 0.205 0.371 -0.067
C -0.658 0.976 0.269 -0.383 -1.544 -1.313
C 0.549 0.805 -0.698 -0.433 0.756 -0.406
O 0.474 -0.441 -1.410 0.393 0.450 1.008
H -1.652 -0.438 1.170 0.006 -0.171 0.110
H -1.456 0.919 -0.472 -0.639 0.169 0.269
H -0.823 1.849 0.899 0.784 0.308 -0.310
H 1.479 1.090 -0.206 0.429 -0.882 0.075
H 0.486 1.463 -1.564 -0.316 0.739 0.464
H 0.556 -1.150 -0.768 -0.069 -0.239 0.177
O -3.531 5.016 -1.886 0.106 1.185 -0.502
C -3.065 6.385 -2.065 1.660 -0.710 0.630
C -1.537 6.319 -2.298 0.559 0.419 0.484
O -1.090 5.561 -3.406 -0.612 0.291 -0.110
H -4.414 5.089 -1.517 -0.138 -0.210 -0.080
H -3.516 6.981 -2.858 -0.395 -0.580 -0.316
H -3.227 6.922 -1.130 0.048 0.164 0.085
H -0.943 6.007 -1.439 -0.670 -0.752 0.654
H -1.102 7.316 -2.366 -0.526 0.439 -0.712
H -1.721 4.845 -3.512 -0.040 -0.292 -0.142
O -3.637 6.438 6.482 -0.996 0.706 0.836
C -4.183 5.403 5.714 2.139 -0.687 -1.395
C -3.649 5.588 4.281 -2.456 -0.449 0.393
O -2.301 5.385 4.197 1.974 -0.117 0.433
H -4.436 6.893 6.758 0.451 0.681 0.503
H -3.712 4.484 6.063 -0.427 -0.402 0.177
H -5.271 5.347 5.745 0.043 -0.024 -0.077
H -3.933 6.597 3.984 -0.152 0.053 -0.378
H -4.132 4.803 3.699 -0.574 0.194 -0.532
H -1.984 5.680 3.340 0.015 0.005 0.045
O -2.360 -6.985 -1.608 -0.076 -1.200 -1.096
C -2.404 -5.601 -1.802 1.671 1.318 2.954
C -3.513 -5.166 -2.646 -2.130 -1.578 0.136
O -3.195 -5.195 -3.987 0.758 0.767 -2.013
H -1.670 -7.198 -0.976 0.142 0.056 -0.025
H -2.423 -5.230 -0.777 -0.834 0.805 0.204
H -1.472 -5.127 -2.112 0.370 -0.454 -0.827
H -4.051 -4.259 -2.371 0.624 0.290 -0.039
H -4.256 -5.961 -2.595 -0.569 -0.006 0.993
H -3.125 -6.122 -4.226 0.127 0.041 -0.226
```
Positions in Å, forces in eV/Å.

Computed properties:
DFT total energy, a.u.: -2476.3489
Charge: 0
Kohn-Sham gap, eV: 9.15
Highest occupied orbital energy, Eh: -0.3472
SMILES: CC(N)=O.CC(N)=O.CC(N)=O.CCCCCC.OCCO.OCCO.OCCO.OCCO.OCCO.OCCO.OCCO

---

Number 3 is which compound?
C26H71N3O17

---

The lowest charge belongs to which entry?
C2H7BNO5P